Record 1
Below is a cluster of 8 separate species, C17H53N9O8 in total, with properties calculated with ωB97M-V with the def2-TZVPD basis set.

```
! wB97M-V def2-TZVPD RIJCOSX def2/J DEFGRID3
* xyz 0 1
O 1.974 -2.366 -4.531
O -1.158 3.765 -4.021
O 1.687 -2.874 0.306
O -2.343 -2.496 1.631
O -0.812 2.132 0.438
O 2.573 2.746 -2.523
O -2.983 1.003 -1.127
O 1.875 0.222 4.075
N -2.490 5.420 -4.551
N -2.318 4.836 -2.402
N 2.589 -3.279 5.122
N 3.117 4.676 -1.383
N -1.459 -0.973 -2.473
N 1.114 4.420 -2.045
N 3.428 -0.812 -3.901
N 0.528 -4.482 2.752
N 1.356 -0.470 -3.574
C -0.855 -4.202 2.409
C 1.070 0.888 3.136
C 0.185 1.632 -0.455
C -1.858 0.255 -3.128
C 2.288 3.824 -1.948
C 2.252 -1.275 -4.073
C -1.967 -0.120 -4.582
C -1.095 -2.693 2.295
C -3.931 1.929 -0.559
C -2.583 -1.199 1.129
C -3.200 0.673 -2.445
C -1.986 4.598 -3.687
C -1.746 -4.847 3.520
C 3.633 -1.425 6.033
C 2.496 -1.759 0.347
C 2.123 -1.241 3.934
C 2.337 -1.885 5.401
H 2.945 -1.439 3.246
H 0.375 4.003 -2.593
H 1.465 -1.692 6.026
H 1.933 -3.532 -0.348
H 0.575 -5.403 2.340
H -0.977 -0.383 -4.953
H 2.693 5.448 -0.888
H -2.602 -1.005 -4.594
H 4.561 -1.667 5.515
H -0.397 -2.184 1.631
H -3.289 5.981 -4.292
H 0.933 1.932 3.416
H 1.719 0.373 -3.152
H -1.832 -5.932 3.573
H -2.269 -1.572 -2.549
H -1.842 -0.808 0.432
H -3.645 2.935 -0.863
H -3.570 -1.049 0.692
H 1.886 -3.660 4.505
H -1.066 0.995 -3.012
H -4.920 1.823 -1.005
H 0.006 1.973 -1.474
H -1.098 -2.063 3.184
H 3.479 -0.357 6.189
H -2.491 -0.487 1.950
H 1.045 -3.897 2.110
H 1.190 1.934 -0.162
H 2.419 -1.334 -0.654
H 1.265 -1.651 3.402
H -1.430 -0.826 -1.474
H -4.040 1.949 0.525
H 3.866 -1.789 7.033
H -1.553 -4.399 4.495
H -2.343 0.758 -5.109
H 2.059 -1.022 1.020
H 0.383 -0.702 -3.436
H 0.166 0.548 -0.569
H -2.913 5.645 -2.298
H -2.787 -4.581 3.340
H -2.316 5.189 -5.519
H 4.215 -1.380 -4.181
H 3.547 0.056 -3.398
H 2.679 -3.719 6.027
H 3.522 -2.061 0.561
H 0.072 0.533 2.878
H 1.656 0.952 2.219
H -3.572 1.578 -2.927
H -1.914 4.245 -1.689
H -1.082 -4.679 1.455
H 0.965 5.377 -1.757
H -1.662 2.078 -0.004
H -3.940 -0.087 -2.696
H 4.094 4.437 -1.289
*
```

Highest occupied orbital energy = -8.619 eV
Kohn-Sham gap = 8.62 eV
SMILES = COC[C@H](C)N.COC[C@H](C)N.COC[C@H](C)N.NC(N)=O.NC(N)=O.NC(N)=O.CO.CO
Energy relative to the best compared isomer or geometry (same formula, charge and spin) = 220.72 kJ/mol
Calculated total energy = -48277.571 eV
Strongest force on any atom = 5.9 eV Å⁻¹

---

Record 2
Below is a cluster of 10 separate species, C17H56N2O12 in total, with properties calculated with ωB97M-V with the def2-TZVPD basis set.

```
! wB97M-V def2-TZVPD RIJCOSX def2/J DEFGRID3
* xyz 0 1
O 1.189 -1.461 -2.114
O -3.419 0.588 -2.796
O -1.145 -0.301 0.969
O -2.199 4.004 0.922
O 1.727 5.676 -0.250
O -1.257 -2.909 -2.072
O -3.707 5.468 -1.172
O 6.695 1.377 3.777
O 2.227 1.323 2.530
O -2.361 -5.399 1.855
O -4.193 2.375 -0.983
O -0.803 0.551 -1.746
N -1.299 -5.550 -0.841
N 4.617 -0.392 2.921
C -0.556 1.926 -1.698
C -2.028 -5.331 3.227
C 2.264 -0.114 2.642
C -2.070 -6.643 1.287
C -5.520 2.876 -0.582
C -2.278 -6.467 -0.253
C 1.737 5.377 -1.624
C -2.671 -2.588 -2.141
C 2.130 1.845 1.191
C -1.514 -5.360 -2.290
C 6.945 0.144 3.098
C 3.541 -0.586 2.003
C -2.632 5.393 -2.025
C -0.868 -4.046 -2.819
C 5.821 -0.298 2.149
C 7.807 1.869 4.509
C -3.282 1.516 -3.856
H -3.207 2.487 -3.367
H -2.350 -6.200 3.801
H 3.592 -0.125 1.017
H -1.405 3.643 1.318
H 0.724 -0.624 -2.091
H 8.214 1.156 5.226
H -3.288 -3.450 -1.886
H 1.609 2.797 1.096
H -0.981 -6.169 -2.789
H 3.431 -1.665 1.897
H 7.927 0.179 2.626
H 0.508 -2.117 -1.962
H 3.184 1.992 0.951
H 0.466 2.164 -1.401
H -1.168 2.416 -0.941
H 2.608 5.651 0.132
H 7.441 2.758 5.024
H -6.291 2.107 -0.537
H 2.250 -0.401 3.693
H 4.556 0.464 3.454
H 2.041 4.362 -1.878
H -5.438 3.409 0.366
H -1.378 -1.216 1.124
H -1.763 5.477 -1.372
H 2.355 6.046 -2.222
H 0.216 -4.148 -2.782
H -0.939 -5.349 3.282
H -2.727 -7.428 1.659
H -2.659 4.424 1.648
H -2.619 4.459 -2.587
H 5.687 0.379 1.305
H -3.844 1.082 -2.091
H 1.675 1.182 0.455
H -1.687 0.499 -2.117
H 7.026 -0.625 3.867
H -2.183 -7.440 -0.735
H -2.285 -4.417 3.762
H -1.159 -0.207 0.017
H -3.406 4.930 -0.436
H 6.094 -1.251 1.696
H -1.176 -3.973 -3.863
H -2.732 -1.888 -1.309
H -2.340 1.390 -4.389
H -4.114 1.508 -4.560
H -1.397 -4.640 -0.414
H -1.075 -7.025 1.516
H -2.528 6.219 -2.728
H -0.709 2.506 -2.607
H 0.712 5.513 -1.969
H -5.847 3.624 -1.304
H -3.005 -2.107 -3.061
H -2.571 -5.400 -2.550
H -3.329 -6.220 -0.399
H 8.567 2.180 3.792
H 1.370 -0.530 2.175
H -3.555 2.751 -0.372
*
```

Highest occupied orbital energy = -8.618 eV
Kohn-Sham gap = 8.85 eV
SMILES = COCCNCCOC.COCCNCCOC.CO.CO.CO.CO.CO.O.O.O
Calculated total energy = -46082.135 eV
Strongest force on any atom = 2.5 eV Å⁻¹

---

Record 3
Below is a structure of composition C17H58N20O15SV, with properties calculated with ωB97M-V with the def2-TZVPD basis set.

```
! wB97M-V def2-TZVPD RIJCOSX def2/J DEFGRID3
* xyz 2 4
V 0.323 -2.392 -0.994
S -0.398 0.114 0.028
O 0.394 1.207 -0.397
O -1.691 -3.059 0.067
O 0.985 -1.357 -2.700
O -5.423 2.349 1.101
O -1.818 2.095 4.699
O 0.400 -1.016 0.381
O 3.333 6.562 -1.351
O 0.801 -3.757 0.673
O -1.212 -2.926 -2.468
O -0.868 -0.672 -1.091
O -1.793 2.314 -4.515
O -2.757 -1.620 5.858
O -1.418 0.438 1.040
O 2.183 3.385 2.056
O 2.375 -2.197 -0.593
N 4.504 -1.955 -0.203
N 1.218 -4.159 -1.979
N -3.541 -3.613 1.127
N -2.737 -3.196 4.301
N -2.809 -1.136 3.722
N 1.862 0.790 -3.140
N 0.842 5.070 2.646
N -0.768 2.542 -2.582
N -2.425 -2.865 -4.312
N -3.228 -2.071 -2.635
N 1.675 -0.726 -4.746
N -0.081 1.436 5.956
N -2.139 0.909 -2.824
N -3.644 1.547 2.252
N -0.366 0.474 4.117
N -3.719 1.472 0.171
N 0.101 3.378 1.327
N 3.214 -0.352 0.517
N -3.113 -1.583 0.637
N 3.556 2.846 -0.644
C 0.629 -5.256 -1.278
C -0.895 1.344 4.998
C 0.750 -3.601 2.037
C 3.388 7.829 -0.676
C -1.613 1.937 -3.367
C 3.335 4.090 -1.476
C 1.940 4.122 -2.059
C 1.499 -0.484 -3.447
C -2.202 -2.677 -3.104
C 1.097 3.883 2.034
C -2.718 -2.783 0.589
C -2.757 -1.990 4.671
C 3.283 -1.494 -0.141
C 1.042 -6.515 -1.997
C 1.027 -5.160 0.220
C 3.591 5.369 -0.574
C -4.358 1.829 1.214
H -4.066 -1.436 0.937
H -1.793 0.309 -2.089
H -0.830 0.316 3.233
H 1.883 1.464 -3.893
H -2.754 -3.567 3.362
H 1.613 1.215 -2.259
H 0.643 -7.414 -1.526
H -0.101 5.429 2.602
H 1.169 -1.502 -5.148
H 0.386 -5.865 0.750
H 2.066 0.028 -5.292
H -2.722 1.138 2.206
H 3.356 3.124 0.305
H -2.686 -1.383 2.750
H 4.702 -2.872 -0.578
H 2.115 -6.706 -1.966
H -3.322 -1.977 -1.634
H 2.981 5.265 0.323
H -0.789 3.856 1.348
H -2.807 -3.909 5.013
H -2.715 -0.161 3.968
H 1.642 4.980 -2.660
H 0.428 -0.134 4.259
H 1.623 5.689 2.805
H 4.044 4.088 -2.304
H -3.799 2.132 3.060
H 5.274 -1.396 0.137
H 0.410 -2.608 2.333
H -3.872 -1.743 -3.341
H -2.409 -0.866 0.735
H 2.728 2.269 -0.616
H 0.209 2.580 0.717
H 1.227 -4.471 -2.940
H -4.435 -3.237 1.408
H 0.720 0.821 5.988
H 2.000 -5.600 0.437
H 4.566 5.458 -0.094
H -1.658 -3.095 -4.926
H -0.502 1.997 -1.774
H -0.356 3.436 -2.804
H 2.193 -4.354 -1.805
H -4.080 1.447 -0.772
H -0.385 2.098 6.655
H 0.759 -6.536 -3.049
H 1.260 4.120 -1.207
H 3.189 8.638 -1.380
H 0.188 -4.434 2.457
H 2.656 7.919 0.126
H -2.900 0.904 0.336
H 4.335 7.832 -0.137
H 1.773 -3.707 2.397
H -3.332 -2.567 -4.641
H -3.294 -4.593 1.128
H 4.136 0.045 0.401
H 1.584 3.290 -2.666
H -2.981 0.617 -3.299
H -0.454 -5.205 -1.171
H 2.327 0.112 0.650
*
```

Highest occupied orbital energy (alpha / beta) = -12.422 / -12.422 eV
Kohn-Sham gap (alpha / beta) = 7.69 / 1.79 eV
Calculated total energy = -115595.715 eV
Strongest force on any atom = 8.9 eV Å⁻¹